# 1
Entry from the OMol25 dataset: an isolated molecule of C4H5NO (ωB97M-V/def2-TZVPD).

* Kohn-Sham gap: 0.3976 hartree
* lowest unoccupied orbital energy: 0.9 eV
* spin multiplicity: 1
* HOMO level: -0.3663 Ha
* E: -285.35163 Ha
* structure (SMILES): C#CCNC=O

Structure (XYZ):
```
11
Properties=species:S:1:pos:R:3:forces:R:3:lowdin_charge:R:1
C 1.538841 -2.183290 -0.069632 -0.20 0.45 0.00 0.110
C 1.081273 -1.069992 -0.070104 0.22 -0.47 0.00 -0.118
C 0.543736 0.295314 -0.042636 0.07 0.06 -0.11 -0.201
N -0.483511 0.454571 0.970527 -0.11 0.01 0.03 0.014
C -1.677363 1.040127 0.687382 0.01 0.05 -0.11 -0.362
O -1.978011 1.516205 -0.388850 0.10 -0.16 0.35 0.015
H 1.940860 -3.172815 -0.080422 -0.08 0.18 0.00 0.026
H 0.076046 0.551369 -0.998714 0.11 -0.08 0.11 0.123
H 1.362866 1.007467 0.121579 -0.11 -0.13 -0.04 0.127
H -0.333263 0.052716 1.883110 -0.06 0.07 -0.12 0.134
H -2.357552 1.043506 1.559114 0.06 0.01 -0.13 0.131
```
Forces are in eV/Å.

# 2
Entry from the OMol25 dataset: a structure of composition C16H15AuN5O in a non-equilibrium geometry (ωB97M-V/def2-TZVPD).

* Kohn-Sham gap (spin up / spin down): 0.2777 / 0.2777 hartree
* charge: +1
* lowest unoccupied orbital energy (spin up / spin down): -3.2 / -3.2 eV
* spin multiplicity: 1
* HOMO level (spin up / spin down): -0.3965 / -0.3965 Ha
* E: -1102.96155 Ha

Structure (XYZ):
```
38
Properties=species:S:1:pos:R:3:forces:R:3:lowdin_charge:R:1
Au 0.073468 -1.601237 -1.600516 6.43 -6.55 -6.51 1.253
C 2.485668 -1.919937 -0.212616 0.76 -0.88 0.58 -0.094
N 2.080268 -1.574137 -1.573516 1.83 1.51 1.42 -0.204
C 2.477468 -0.220137 -1.954916 0.77 0.56 -0.90 -0.095
C 1.335368 0.692963 -1.787016 0.07 2.30 0.21 -0.280
N 0.100568 0.296263 -1.610616 1.83 6.48 -1.15 -0.037
C -0.644932 1.444263 -1.535016 -2.17 0.83 0.11 -0.189
C -2.025032 1.607963 -1.352916 -0.37 0.35 0.07 0.019
C -2.551532 2.905663 -1.330716 0.36 -1.00 0.02 -0.060
C -1.719432 4.017763 -1.486316 0.83 0.15 -0.12 -0.067
C -0.337732 3.875363 -1.665416 -0.67 -0.08 0.11 0.003
C 0.158868 2.570163 -1.682816 -0.33 0.26 0.05 -0.183
N 1.422868 2.058863 -1.834816 0.93 -0.75 -0.05 0.186
C 1.337268 -1.767737 0.696184 0.04 0.21 2.28 -0.279
N 0.100468 -1.611337 0.296084 1.85 -1.14 6.49 -0.038
C -0.649132 -1.545437 1.441884 -2.16 0.08 0.83 -0.189
C -2.032332 -1.385537 1.601784 -0.38 0.06 0.35 0.018
C -2.562532 -1.369137 2.897984 0.37 0.02 -0.99 -0.060
C -1.730832 -1.508637 4.012684 0.83 -0.10 0.15 -0.067
C -0.346132 -1.665537 3.874084 -0.66 0.10 -0.08 0.003
C 0.154268 -1.677737 2.570284 -0.35 0.05 0.26 -0.183
N 1.421468 -1.810437 2.062384 0.96 -0.05 -0.74 0.186
H 2.779868 -2.977137 -0.201716 -0.01 0.10 -0.07 0.154
H 3.358168 -1.355937 0.135784 -0.12 0.03 -0.10 0.141
H 2.529068 -2.181437 -2.171816 1.06 -1.66 -1.61 0.103
H 3.367468 0.135063 -1.423316 -0.13 -0.09 0.04 0.140
H 2.740568 -0.228937 -3.020316 -0.01 -0.08 0.10 0.154
H -2.656732 0.735263 -1.235916 0.06 0.06 -0.07 0.103
H -3.620832 3.043963 -1.192416 0.22 -0.04 -0.03 0.112
H -2.154632 5.014763 -1.467816 0.15 -0.19 -0.01 0.113
H 0.306168 4.738663 -1.786216 -0.04 -0.09 0.01 0.114
H 2.264068 2.596663 -1.973116 -0.01 -0.09 0.02 0.177
H -2.663632 -1.281037 0.727184 0.06 -0.07 0.06 0.103
H -3.634232 -1.247937 3.033384 0.22 -0.03 -0.04 0.112
H -2.168832 -1.495037 5.008484 0.15 -0.01 -0.19 0.113
H 0.297568 -1.774137 4.739284 -0.04 0.01 -0.09 0.114
H 2.263668 -1.933837 2.602884 -0.02 0.02 -0.09 0.177
O -1.556132 -1.601237 -1.600516 -12.31 -0.29 -0.29 -0.575
```
Forces are in eV/Å.

# 3
Entry from the OMol25 dataset: an isolated molecule of C7H8N2O in a non-equilibrium geometry (ωB97M-V/def2-TZVPD).

* Kohn-Sham gap: 0.3579 hartree
* lowest unoccupied orbital energy: 0.8 eV
* spin multiplicity: 1
* HOMO level: -0.3293 Ha
* E: -456.13749 Ha
* structure (SMILES): CC(=O)Nc1ccccn1

Structure (XYZ):
```
18
Properties=species:S:1:pos:R:3:forces:R:3:lowdin_charge:R:1
C 0.857874 -0.261981 -3.343246 -11.55 4.78 3.67 0.041
C 0.592559 -0.589977 -1.922332 0.29 -3.23 1.66 -0.352
O 0.371455 -1.764527 -1.544081 0.22 3.52 -1.14 0.060
N 0.802904 0.505227 -0.982769 -13.07 -3.75 -3.19 0.157
C 0.070649 0.331842 0.238878 2.96 2.21 -0.04 -0.346
C -1.027812 -0.370459 0.395632 -5.24 -2.19 1.37 0.008
C -1.660896 -0.291067 1.748901 6.28 2.49 -3.79 -0.049
C -1.099057 0.400598 2.750468 2.77 3.66 2.95 -0.068
C 0.172302 1.105438 2.483375 -4.01 -4.29 -6.48 -0.067
N 0.663391 1.069202 1.219965 -0.20 -0.18 2.01 0.110
H 0.151649 -0.502960 -4.065440 -1.35 -1.57 -0.94 0.093
H 0.828875 0.770440 -3.428543 0.43 2.26 0.01 0.078
H 1.666271 -0.546427 -3.501947 13.05 -4.87 -3.20 -0.029
H 1.603505 0.640215 -0.728030 11.87 2.32 2.78 0.002
H -1.612188 -0.936567 -0.474694 1.61 1.30 2.29 0.161
H -2.468389 -0.755024 1.904967 -6.36 -3.54 0.92 0.023
H -1.490552 0.753031 3.804225 0.13 -1.65 -2.24 0.137
H 0.651412 1.726151 3.071680 2.17 2.74 3.35 0.043
```
Forces are in eV/Å.

# 4
Entry from the OMol25 dataset: an isolated molecule of C3H6O in a non-equilibrium geometry (ωB97M-V/def2-TZVPD).

* Kohn-Sham gap: 0.4080 hartree
* lowest unoccupied orbital energy: 1.2 eV
* spin multiplicity: 1
* HOMO level: -0.3640 Ha
* E: -193.05252 Ha
* structure (SMILES): C[C@H]1CO1

Structure (XYZ):
```
10
Properties=species:S:1:pos:R:3:forces:R:3:lowdin_charge:R:1
C 0.897598 -0.897956 0.064359 0.09 0.30 0.14 -0.052
C 0.289396 0.458596 -0.250485 -0.28 0.59 1.79 -0.234
C -1.156264 0.609754 -0.202041 -0.62 0.02 -0.07 -0.207
O -0.480985 1.179798 0.882035 -0.60 -0.87 0.97 -0.107
H 1.923621 -0.816624 0.424965 -0.07 0.04 0.05 0.071
H 0.907119 -1.603660 -0.783305 -0.13 0.57 0.06 0.082
H 0.284671 -1.366270 0.846821 0.18 0.16 -0.10 0.085
H 0.733524 1.449997 -0.257636 1.59 -0.73 -2.37 0.139
H -1.698183 1.234134 -0.907133 0.00 0.20 0.19 0.109
H -1.700497 -0.247769 0.182419 -0.17 -0.27 -0.66 0.113
```
Forces are in eV/Å.

# 5
Entry from the OMol25 dataset: a structure of composition C5H8FeO2 in a non-equilibrium geometry (ωB97M-V/def2-TZVPD).

* Kohn-Sham gap (spin up / spin down): 0.2166 / 0.1378 hartree
* charge: +2
* lowest unoccupied orbital energy (spin up / spin down): -9.4 / -13.6 eV
* spin multiplicity: 7
* HOMO level (spin up / spin down): -0.5637 / -0.6386 Ha
* E: -1608.49907 Ha

Structure (XYZ):
```
16
Properties=species:S:1:pos:R:3:forces:R:3:mulliken_spin:R:1
O 0.439018 -0.277687 -0.288108 1.54 -2.47 0.13 0.050
C -0.206027 -0.951604 0.596189 1.21 -0.44 -3.29 -0.087
Fe -1.668493 -2.558004 0.409715 -0.49 -0.66 -0.12 5.050
O -0.040012 -0.519939 1.810646 0.84 3.12 3.41 0.104
C 0.793228 0.548312 2.162829 -0.54 -2.87 -4.52 0.388
C 0.660806 1.078302 3.368727 -0.22 1.08 3.84 0.395
H 1.360807 1.850464 3.683611 -0.20 0.08 -0.03 0.026
H 1.503097 0.875157 1.406955 -0.05 -0.06 0.04 0.015
H -0.069769 0.702744 4.085052 0.02 0.12 -0.08 0.022
H 0.691505 -0.853276 -1.243961 -1.75 2.19 1.83 -0.001
C -0.992629 0.334754 -2.207790 1.32 -1.06 -2.07 0.007
H -1.895413 -0.183889 -1.874221 0.15 0.38 0.06 0.007
H -0.856644 1.407127 -2.049872 -0.21 -0.36 0.29 -0.001
C -0.054601 -0.359433 -2.948809 -2.16 1.30 -0.50 0.022
H -0.345113 -1.314135 -3.397284 0.32 -0.04 0.47 0.002
H 0.680240 0.221108 -3.513679 0.20 -0.31 0.52 0.000
```
Forces are in eV/Å.

# 6
Entry from the OMol25 dataset: a cluster of 2 separate species, C2H6NO2 in total in a non-equilibrium geometry (ωB97M-V/def2-TZVPD).

* Kohn-Sham gap: 0.2888 hartree
* charge: -1
* lowest unoccupied orbital energy: 4.2 eV
* spin multiplicity: 1
* HOMO level: -0.1358 Ha
* E: -285.06214 Ha

Structure (XYZ):
```
11
Properties=species:S:1:pos:R:3:forces:R:3:lowdin_charge:R:1
C 1.299173 -1.309704 -1.960033 0.02 0.91 0.65 -0.229
O 1.347507 -1.276849 -0.553514 -0.21 -0.12 -0.27 -0.196
H 0.514524 -1.967993 -2.349460 0.35 -0.48 -0.08 0.060
H 1.047869 -0.327291 -2.388934 0.08 0.10 0.12 0.058
H 2.322088 -1.527183 -2.274357 -0.24 -0.49 -0.51 0.059
C -1.170066 1.264079 1.015206 1.03 -0.27 -0.24 -0.628
N -0.208959 0.843056 0.201820 -0.03 -0.51 -0.09 -0.029
O -1.690507 0.586668 1.915896 -0.40 0.16 0.02 -0.156
H -1.478412 2.333020 0.913430 -0.12 0.07 -0.07 0.071
H 0.676465 -0.608139 -0.223349 -0.02 0.14 0.25 0.000
H 0.155328 1.526830 -0.452120 -0.46 0.49 0.22 -0.010
```
Forces are in eV/Å.

# 7
Entry from the OMol25 dataset: a structure of composition C2H3BrN2S in a non-equilibrium geometry (ωB97M-V/def2-TZVPD).

* Kohn-Sham gap: 0.4030 hartree
* lowest unoccupied orbital energy: 0.5 eV
* spin multiplicity: 1
* HOMO level: -0.3832 Ha
* E: -3159.70170 Ha

Structure (XYZ):
```
9
Properties=species:S:1:pos:R:3:forces:R:3:lowdin_charge:R:1
C -1.145549 -1.635517 0.713757 -1.31 -1.09 -1.65 -0.463
C -0.018485 0.149598 0.992151 -0.96 0.69 0.43 -0.378
N -0.900326 -0.688747 1.544068 -0.67 -0.86 1.58 0.005
N 0.306793 0.006664 -0.232540 1.70 0.14 -1.54 -0.304
S -0.330360 -1.377736 -0.768997 -0.44 -0.56 -0.31 0.975
Br 1.752317 3.066550 -2.426364 -0.86 3.11 -0.93 0.382
H -1.970287 -2.379348 0.715888 0.92 0.42 0.69 0.085
H 0.209443 1.013732 1.527669 0.80 1.28 0.75 0.097
H 2.096454 1.844804 -2.065632 0.81 -3.13 0.97 -0.400
```
Forces are in eV/Å.

# 8
Entry from the OMol25 dataset: a cluster of 2 separate species, CH5ClN2 in total in a non-equilibrium geometry (ωB97M-V/def2-TZVPD).

* Kohn-Sham gap: 0.3657 hartree
* lowest unoccupied orbital energy: 0.5 eV
* spin multiplicity: 1
* HOMO level: -0.3466 Ha
* E: -610.70677 Ha
* structure (SMILES): [H]/N=N\[H].CCl

Structure (XYZ):
```
9
Properties=species:S:1:pos:R:3:forces:R:3:lowdin_charge:R:1
H 0.000063 -0.576074 -0.267953 0.79 -0.53 0.83 0.023
N 0.259570 0.329139 -0.662000 -0.04 0.48 -1.53 -0.083
N 1.167802 1.014624 -0.219698 0.82 -0.10 0.92 -0.011
H 1.677455 0.626339 0.625632 -0.50 -0.17 -0.63 0.070
C -2.016304 0.394448 0.930076 0.49 0.36 -2.21 -0.492
Cl -2.509892 -1.248061 0.361689 0.15 -0.09 0.78 0.449
H -1.293137 0.648436 0.082737 -1.66 0.54 1.66 -0.024
H -2.922271 0.990570 0.837371 0.26 0.13 0.26 0.025
H -1.522794 0.496813 1.898497 -0.31 -0.62 -0.07 0.044
```
Forces are in eV/Å.